The molecule C2H3N3O2. Source: the Open Molecules 2025 dataset; level of theory: wB97M-V/def2-TZVPD.

Properties
Kohn-Sham gap, eV: 10.16
Calculated total energy, Eh: -392.6154
Energy above the lowest of the compared OMol25 structures with the same formula, charge and spin, eV: 4.8477
Structure (SMILES): Oc1cn(O)nn1
HOMO level, eV: -9.55

Each line ends with the Mulliken charge.
Cartesian coordinates (Å):
C  1.066  0.059  -0.172  0.358
C  0.095  -0.938  -0.126  -0.394
H  2.758  0.491  0.328  0.364
H  0.182  -1.954  -0.121  0.463
H  -2.681  0.661  0.422  0.458
N  -1.059  -0.090  -0.110  0.687
N  -0.817  1.188  -0.075  -0.472
N  0.572  1.311  -0.128  -0.481
O  2.350  -0.333  0.013  -0.479
O  -2.465  -0.395  -0.032  -0.503